Record 1
168
Properties=species:S:1:pos:R:3 method="wB97M-V/def2-TZVPD" lumo_ha=0.0638 total_charge=-1 gap_ev=7.1 e_tot_ha=-14492.62839
C 3.50194 -6.16554 -0.37095
C 2.58664 -5.14550 -1.12999
O 2.88919 -5.06178 -2.55161
C 1.73450 -5.18187 -3.32856
O 1.34223 -6.29862 -3.56418
C 1.02267 -3.92655 -3.90614
C 0.88061 -2.90852 -2.68392
C 0.17903 -1.58361 -3.09543
Sb 0.38964 0.02624 -1.57529
S 1.03425 -1.60950 0.22767
Cl -0.30880 1.60291 -3.30268
C 2.53761 0.20388 -2.03867
C 3.02015 1.48910 -2.77536
N 4.50837 1.50843 -2.59319
N 2.55862 2.75517 -2.20207
N 2.81398 1.39798 -4.26642
O -1.53574 -0.37204 -1.05174
C -2.48620 0.64523 -1.33459
C -3.70881 0.34454 -0.38971
N -4.66905 1.46592 -0.30843
C -6.03419 0.93289 -0.22837
C -6.50764 0.61007 1.21053
C -7.77870 -0.36228 1.10132
O -5.44486 -0.06885 2.03886
S 0.42777 1.77760 0.18536
C 1.81586 1.41214 1.30341
C 2.63373 2.68719 1.70015
O 2.12035 3.65972 2.18401
O 4.00334 2.67497 1.46592
C 4.65532 1.59483 2.14752
C 5.40566 0.68543 1.11195
C 6.14781 -0.49315 1.81931
O 6.21803 1.46570 0.20942
C 7.51003 1.67162 0.65417
O 8.40466 1.22482 -0.01203
C 7.80158 2.43904 1.97916
S 9.59828 2.68739 2.21589
H 4.23264 -5.61851 0.26538
H 2.84237 -6.71096 0.34586
H 4.02853 -6.85108 -1.07705
H 1.50468 -5.35779 -0.98813
H 2.80809 -4.13939 -0.70317
H 1.64988 -3.43131 -4.67676
H 0.00181 -4.18397 -4.24497
H 1.92261 -2.71451 -2.34974
H 0.26018 -3.42761 -1.92316
H 0.46897 -1.21327 -4.10546
H -0.91582 -1.81342 -3.16073
H 2.34316 -1.94397 0.04396
H 3.19883 0.08504 -1.14943
H 2.80241 -0.65479 -2.70704
H 4.91914 0.62716 -2.88967
H 4.91327 2.30359 -3.08217
H 3.36055 3.37889 -2.09013
H 1.92333 3.25086 -2.82424
H 2.46098 2.28306 -4.62734
H 3.72496 1.25760 -4.69648
H -2.16701 1.68069 -1.08626
H -2.84486 0.51818 -2.38412
H -3.24839 0.23882 0.62491
H -4.16130 -0.64783 -0.61814
H -4.56222 2.00273 -1.17026
H -6.71398 1.73960 -0.61318
H -6.19466 0.07436 -0.93623
H -6.85697 1.49312 1.77323
H -8.65146 0.19120 0.69377
H -7.55923 -1.26994 0.49587
H -8.08556 -0.72771 2.09381
H -5.39536 -1.02337 1.85517
H 1.51008 0.95199 2.27654
H 2.54590 0.71397 0.84535
H 5.34467 2.04610 2.89103
H 3.95118 0.95791 2.74058
H 4.61023 0.22907 0.47876
H 6.42378 -0.18659 2.85301
H 5.39682 -1.30984 1.94709
H 6.98472 -0.92082 1.23616
H 7.21434 3.37592 2.07363
H 7.45453 1.78055 2.80984
H 10.09807 1.46370 1.86370
Cl -2.27774 3.06945 5.10776
C -0.61666 3.35179 5.68556
C 0.41979 3.00350 4.64347
Cl 0.51148 1.25276 4.32852
H -0.47830 2.77820 6.60146
H -0.54161 4.41147 5.93192
H 1.40582 3.31513 4.98838
H 0.22048 3.49925 3.69553
Cl -4.42120 3.57977 -3.40172
C -2.80426 3.99724 -4.02341
C -2.87059 4.72156 -5.34550
Cl -3.43149 3.66386 -6.66865
H -2.22455 3.07874 -4.09631
H -2.33463 4.63720 -3.27556
H -1.87620 5.07289 -5.62196
H -3.53604 5.58255 -5.29870
Cl -10.73159 -2.53723 -1.05638
C -11.56364 -0.96242 -1.03764
C -11.18785 -0.10466 -2.22320
Cl -9.49821 0.44860 -2.13991
H -11.32920 -0.46804 -0.09613
H -12.63378 -1.16995 -1.05755
H -11.81306 0.78820 -2.24574
H -11.32264 -0.63864 -3.16255
Cl 12.61299 1.03846 5.30363
C 13.32771 0.62012 3.72648
C 14.12054 1.76336 3.13832
Cl 13.07761 3.11889 2.64240
H 12.52262 0.30884 3.06281
H 13.98291 -0.23504 3.89324
H 14.64705 1.42609 2.24532
H 14.85662 2.14450 3.84436
Cl -6.72722 -0.02280 3.53089
C -6.76783 0.65587 5.21215
C -8.12146 0.58609 5.87495
Cl -9.30637 1.67741 5.10561
H -6.41272 1.68418 5.15034
H -6.05034 0.07692 5.79672
H -8.04584 0.89172 6.92183
H -8.52235 -0.42072 5.84476
Cl 4.30189 -1.43451 4.99476
C 4.46207 -0.52755 6.51921
C 4.30958 0.95988 6.31331
Cl 5.67674 1.65495 5.40366
H 5.42703 -0.77373 6.95952
H 3.67936 -0.88861 7.18656
H 4.28123 1.46646 7.27811
H 3.39110 1.19696 5.77625
Cl 6.92731 -8.47901 -5.03967
C 5.30960 -8.07216 -4.40182
C 5.23291 -6.65334 -3.89371
Cl 6.20022 -6.41272 -2.41607
H 5.06591 -8.79001 -3.62066
H 4.60454 -8.20691 -5.22171
H 4.20305 -6.40768 -3.63840
H 5.57782 -5.94065 -4.64127
Cl -7.25684 -4.36339 3.52540
C -7.24077 -3.67240 5.16635
C -8.59346 -3.75987 5.83624
Cl -9.78568 -2.68460 5.06666
H -6.89549 -2.64091 5.09392
H -6.50779 -4.23905 5.74122
H -8.51151 -3.44943 6.87831
H -8.98891 -4.77412 5.81452
Cl -1.09106 -4.57159 -0.52510
C -2.56698 -4.55735 -1.51832
C -3.40784 -3.32885 -1.25492
Cl -4.13760 -3.35555 0.37385
H -3.12058 -5.47398 -1.32011
H -2.24765 -4.57106 -2.56147
H -4.23020 -3.28458 -1.96980
H -2.82117 -2.41221 -1.34892
Cl 0.49226 3.12576 -8.16765
C -0.25503 4.36396 -9.20463
C -0.52688 3.85333 -10.59931
Cl 0.97466 3.56648 -11.51736
H 0.39980 5.23396 -9.21770
H -1.19386 4.64956 -8.72802
H -1.10171 4.59272 -11.15702
H -1.09322 2.92386 -10.58043
Cl -4.04473 3.34489 2.50667
C -2.96720 4.71447 2.15775
C -3.45057 5.53682 0.98735
Cl -3.32128 4.64540 -0.54967
H -1.96700 4.31886 1.98107
H -2.93636 5.33155 3.05704
H -2.83801 6.43374 0.88876
H -4.48770 5.84464 1.11266

***

Record 2
160
Properties=species:S:1:pos:R:3 method="wB97M-V/def2-TZVPD" lumo_ha="0.1353 / 0.1352" total_charge=-2 spin_multiplicity=3 gap_ev="6.4 / 6.4" e_tot_ha=-4921.90046 s2=2.00
Ni -0.71768 0.22307 0.26218
C 3.00300 1.19914 -1.26407
C 4.22090 0.55761 -1.17510
C 4.32593 -0.76988 -0.24648
O 5.38229 -1.34659 -0.15102
C 3.13591 -1.24112 0.46074
C 1.93945 -0.53396 0.40560
C 1.94616 0.69983 -0.51692
O 0.83832 1.28845 -0.44734
O 0.88220 -0.83672 1.02617
O 5.23374 0.89377 -1.74575
H 2.95136 2.09598 -1.74277
H 3.26431 -2.24648 0.94029
C -4.10284 1.55030 4.23342
C -2.83503 1.72519 3.65087
C -2.68496 1.45230 2.11283
O -1.49348 1.43208 1.69152
C -3.78395 1.37144 1.35679
C -5.12803 1.44294 1.83687
C -5.35067 1.32526 3.47719
O -6.48117 1.30280 3.88360
O -6.17072 1.51388 1.14406
O -1.84652 2.12981 4.29468
H -4.32143 1.67022 5.29717
H -3.59671 1.38844 0.28617
C 7.42702 -4.49270 -1.40911
C 6.55507 -3.79559 -2.47547
C 5.08863 -3.89899 -2.07132
O 4.28384 -3.60874 -3.17085
C 2.93355 -3.44270 -2.91734
N 6.99895 -2.46219 -2.71928
H 7.13219 -5.59374 -1.35207
H 7.18314 -4.09767 -0.44230
H 8.46921 -4.30506 -1.58923
H 6.65081 -4.47956 -3.33408
H 4.88466 -3.19698 -1.30128
H 4.92413 -4.90628 -1.65579
H 2.83780 -2.69921 -2.21606
H 2.49539 -4.42335 -2.50375
H 2.51530 -3.27282 -3.88910
H 6.54721 -2.14498 -3.55526
H 6.79571 -1.91676 -1.89704
C 3.05488 -5.64541 0.45173
C 1.58567 -5.63237 0.13384
C 0.97170 -6.86216 0.76697
O -0.43312 -6.79244 0.45057
C -1.29450 -7.49468 1.32459
N 0.92695 -4.42191 0.70584
H 3.26246 -5.56695 1.53881
H 3.58055 -4.77789 0.05104
H 3.44739 -6.55853 -0.03996
H 1.35996 -5.62345 -0.91872
H 1.13034 -6.86199 1.84052
H 1.50472 -7.78965 0.26781
H -1.22097 -7.11115 2.33901
H -1.07354 -8.54811 1.40255
H -2.28769 -7.33500 0.92525
H 1.35553 -3.53054 0.43011
H -0.06974 -4.39775 0.65900
C -2.68991 -3.63058 0.03779
C -1.70561 -2.49039 -0.07924
C -1.49928 -2.18295 -1.58352
O -0.39805 -1.27637 -1.59583
C -0.29359 -0.60545 -2.84310
N -2.12968 -1.27417 0.57653
H -2.53347 -4.51682 -0.59828
H -3.61203 -3.13916 -0.29393
H -2.78570 -3.90386 1.09801
H -0.72380 -2.76184 0.26619
H -2.39390 -1.72984 -2.09451
H -1.26926 -3.08162 -2.13537
H -0.16882 -1.36306 -3.67282
H 0.58516 0.02233 -2.79016
H -1.15505 -0.03703 -3.14286
H -3.10209 -1.09857 0.34077
H -2.20283 -1.38495 1.67543
C -3.71683 5.17488 1.02487
C -2.38207 5.36759 0.36802
C -1.36500 5.98688 1.30482
O -0.07962 6.03491 0.75926
C 0.80538 6.75775 1.54803
N -1.97860 4.05981 -0.11302
H -4.22982 6.12187 1.28593
H -3.69642 4.55635 1.90986
H -4.31089 4.75430 0.29728
H -2.44956 6.04256 -0.51097
H -1.33737 5.42786 2.22618
H -1.63281 6.99744 1.63164
H 0.30330 7.74557 1.86321
H 1.70491 6.94157 0.98724
H 1.03478 6.18721 2.48528
H -1.21361 4.20978 -0.76167
H -1.73820 3.37895 0.61760
C 2.36664 5.31121 -3.30449
C 0.97774 5.22244 -2.75598
C -0.10060 5.74136 -3.66670
O -0.00237 5.20903 -5.02586
C -1.16660 5.36740 -5.85137
N 0.56519 3.86978 -2.29978
H 2.55074 4.58442 -4.06838
H 3.14011 5.17224 -2.58972
H 2.54705 6.30017 -3.70940
H 0.92284 5.93362 -1.89467
H -0.01185 6.80865 -3.85916
H -1.07785 5.44463 -3.30065
H -1.29900 6.33974 -6.21107
H -2.05099 5.13858 -5.22753
H -0.95798 4.66428 -6.67452
H 1.01708 3.55603 -1.42988
H 0.68118 3.22298 -3.05389
C 1.32135 -0.93030 4.63112
C -0.15456 -0.76107 4.37872
C -0.70119 -2.02485 3.68814
O -2.08536 -2.00073 3.38070
C -2.78603 -3.03503 4.01928
N -0.85095 -0.38019 5.59862
H 1.66713 -1.71771 5.30342
H 1.73157 -0.03509 5.04028
H 1.87422 -1.13021 3.71051
H -0.19579 0.04754 3.66843
H -0.39430 -2.96000 4.18360
H -0.19112 -2.05201 2.76423
H -3.74318 -2.99828 3.52522
H -2.84558 -2.81444 5.06624
H -2.29359 -3.98488 3.88048
H -0.27864 0.32911 5.99926
H -1.74592 0.09411 5.22696
C 4.02126 -0.28175 -5.49889
C 3.89748 1.18047 -5.11688
O 5.11498 1.86617 -5.22501
H 4.68094 -0.82011 -4.79693
H 4.62994 -0.35559 -6.41917
H 3.00044 -0.71613 -5.51943
H 3.49310 1.21539 -4.13789
H 3.09422 1.74612 -5.70087
H 5.57653 1.83660 -4.38014
C -7.87789 -1.35413 3.11670
C -8.02176 -1.35038 1.57638
O -6.73894 -1.13155 0.87658
H -8.84818 -1.66684 3.46095
H -7.66881 -0.33936 3.42528
H -7.14271 -2.09565 3.36914
H -8.66233 -0.48955 1.28330
H -8.40356 -2.30853 1.13656
H -6.53129 -0.20549 1.14222
C 2.27205 3.42608 2.08389
C 0.97341 2.83856 2.62626
O 0.13606 3.71392 3.31292
H 2.80714 3.89193 2.91023
H 2.17688 4.10853 1.20558
H 2.94959 2.57289 1.79155
H 1.25789 2.05844 3.25758
H 0.55059 2.38758 1.75935
H -0.57846 3.10928 3.60324
O -4.61892 -0.94733 -1.12261
H -4.86128 -0.26058 -1.73626
H -5.31923 -0.99573 -0.46434
O -1.94604 1.54984 -1.30509
H -1.18804 2.05965 -1.72012
H -2.42768 2.33326 -0.92524

***

Record 3
147
Properties=species:S:1:pos:R:3 method="wB97M-V/def2-TZVPD" lumo_ha="-0.0960 / -0.2435" total_charge=+1 spin_multiplicity=2 gap_ev="7.3 / 3.3" e_tot_ha=-2401.68102 s2=0.75
C 7.66624 17.15834 -2.84702
C 7.32984 16.52971 -1.47204
C 8.51825 15.60055 -1.07815
C 8.66533 15.25199 0.37192
C 8.62814 16.60798 1.16451
C 7.34191 17.41259 1.03116
N 7.03590 17.61811 -0.38825
O 6.00834 18.42126 -0.71396
C 6.22979 16.72456 1.77847
C 7.71339 18.75557 1.69293
C 6.10565 15.43036 -1.58812
H 8.47406 17.89008 -2.85622
H 6.76125 17.67805 -3.16165
H 7.76230 16.37057 -3.59421
H 8.48031 14.69472 -1.68325
H 9.38425 16.21392 -1.32698
H 9.66663 14.85874 0.54757
H 7.80844 14.60392 0.55589
H 9.44800 17.24736 0.83719
H 8.89993 16.53640 2.21765
H 5.98068 15.69136 1.53647
H 6.40543 16.64545 2.85131
H 5.38734 17.40754 1.66933
H 8.39993 19.42074 1.16917
H 6.81695 19.33613 1.91074
H 8.05962 18.66342 2.72236
H 5.14739 15.78473 -1.96791
H 5.99073 14.92468 -0.62938
H 6.38444 14.57685 -2.20611
H 6.40693 19.25325 -0.97951
C 4.14263 19.47347 -4.92191
C 4.59791 20.53790 -5.99600
C 6.04362 20.97895 -5.68146
C 7.20115 19.98964 -5.98030
C 7.11453 19.69521 -7.45771
C 5.75375 19.20558 -7.92586
N 4.65414 20.09273 -7.37326
O 3.38487 19.76721 -7.91358
C 5.78241 19.42268 -9.50189
C 5.67436 17.68792 -7.44814
C 3.83176 21.88854 -5.95770
H 4.97802 18.88196 -4.54730
H 3.33781 18.86908 -5.34031
H 3.71839 20.05478 -4.10326
H 6.35919 21.89844 -6.17447
H 6.22967 21.36550 -4.67943
H 7.26029 19.08074 -5.38154
H 8.19873 20.41607 -5.87503
H 7.93691 19.12799 -7.89367
H 7.21244 20.66153 -7.95245
H 6.67609 18.96128 -9.92206
H 4.96300 18.96937 -10.05972
H 5.95542 20.49420 -9.60200
H 5.17904 17.06463 -8.19263
H 6.67448 17.33824 -7.19200
H 5.08087 17.68724 -6.53388
H 4.16760 22.68738 -6.61887
H 3.88369 22.26327 -4.93546
H 2.77065 21.75046 -6.16534
H 3.36670 20.48109 -8.55519
C 9.63186 21.07938 3.67797
C 9.74975 21.90020 4.99466
C 9.25335 23.34004 4.95078
C 7.72362 23.62043 5.10583
C 7.42303 22.87219 6.47131
C 7.68664 21.42909 6.45454
N 9.12504 21.16648 6.15941
O 9.63003 19.89537 6.49709
C 7.35377 20.88111 7.90033
C 6.63787 20.68801 5.59928
C 11.27385 21.89543 5.25554
H 10.09516 21.62558 2.85632
H 8.55376 21.04311 3.52149
H 10.03913 20.07477 3.79191
H 9.84935 24.04099 5.53519
H 9.38844 23.77298 3.95961
H 7.09311 23.21373 4.31517
H 7.50966 24.68826 5.15134
H 6.36360 22.96826 6.70895
H 7.95353 23.39728 7.26563
H 7.62484 19.83939 8.07191
H 7.92621 21.36349 8.69263
H 6.31003 21.11991 8.10443
H 5.64118 21.08009 5.80169
H 6.63789 20.97607 4.54803
H 6.72913 19.60293 5.64809
H 11.75336 20.95336 4.98971
H 11.44731 22.01611 6.32487
H 11.71201 22.81985 4.87929
H 10.24760 20.25705 7.13693
C 2.71507 21.84179 -0.44142
C 2.99142 21.59323 1.07555
C 4.26575 22.43292 1.36642
C 4.41986 22.88166 2.86364
C 3.09638 23.54462 3.25643
C 1.84336 22.64860 3.12089
N 1.75176 22.12519 1.67369
O 0.61730 21.40769 1.39298
C 1.79321 21.44016 4.12350
C 0.59071 23.55374 3.41884
C 3.39083 20.24200 1.32726
H 1.86586 21.20442 -0.68776
H 3.52367 21.55516 -1.11381
H 2.39308 22.87990 -0.52363
H 5.21352 22.02316 1.01723
H 4.32223 23.31457 0.72799
H 5.21260 23.61820 2.99473
H 4.70134 21.95918 3.37147
H 2.97661 24.40870 2.60290
H 3.00669 23.97239 4.25497
H 2.73691 20.90494 4.22882
H 1.51713 21.72966 5.13743
H 1.04606 20.65706 3.99451
H -0.18841 22.84544 3.70059
H 0.70865 24.28331 4.22004
H 0.04864 24.13517 2.67304
H 4.38725 19.92138 1.02321
H 2.59900 19.57208 0.99213
H 3.30526 20.06378 2.39919
H 0.06190 22.16589 1.19738
C 1.99919 14.41311 -2.12135
C 0.65800 15.06506 -2.54582
O -0.46840 14.16230 -2.25559
H 2.04683 14.60907 -1.05017
H 2.92808 14.79103 -2.54849
H 1.97600 13.34066 -2.31482
H 0.44400 15.25989 -3.59670
H 0.52693 16.06330 -2.12819
H -1.34136 14.56133 -2.23768
C 10.67324 21.55488 -3.80035
C 10.49074 20.97325 -2.36510
O 10.52276 22.19661 -1.61628
H 11.72911 21.80507 -3.90348
H 10.00518 22.37456 -4.06472
H 10.37216 20.75025 -4.47119
H 11.19974 20.21151 -2.04082
H 9.48677 20.55776 -2.27835
H 11.36517 22.54819 -1.91350
C 9.86719 14.57949 4.37565
C 8.30741 14.52812 4.37052
O 7.85727 13.71536 3.25909
H 10.33366 13.65469 4.03619
H 10.32797 14.75305 5.34811
H 10.19511 15.35601 3.68458
H 7.87010 15.52609 4.34059
H 8.05361 13.93602 5.24979
H 7.80318 14.21930 2.44379